The following is a quantum chemistry calculation of a structure of composition C14H23AuN3OP, from the OMol25 dataset.

Gap between HOMO and LUMO (eV): 7.931
E_HOMO (eV): -7.4807
2S+1: 1

Cartesian coordinates (Å):
1 Au 1.2453 -0.6822 0.2742
2 C 1.2269 -1.0260 2.1620
3 C 1.2403 -1.2213 3.3581
4 C 1.2404 -1.4435 4.7709
5 C 0.0352 -1.6019 5.4625
6 C 0.0278 -1.8051 6.8323
7 C 1.2220 -1.8566 7.5377
8 C 2.4246 -1.7067 6.8614
9 C 2.4368 -1.5030 5.4912
10 H -0.8930 -1.5602 4.9079
11 H -0.9162 -1.9274 7.3487
12 H 1.2148 -2.0087 8.6096
13 H 3.3608 -1.7524 7.4035
14 H 3.3743 -1.3852 4.9640
15 C -0.8894 2.9341 -2.5111
16 N -0.0412 1.9862 -1.8124
17 C 0.9534 2.6004 -0.9414
18 P 0.0287 0.3935 -2.2594
19 O 1.2937 -0.2675 -1.8122
20 N -1.3590 -0.3094 -1.7093
21 C -2.4715 0.3357 -1.0524
22 C -1.5278 -1.7250 -2.0189
23 N -0.0442 0.2104 -3.9129
24 C 1.1642 0.2505 -4.7210
25 C -1.2768 0.2980 -4.6701
26 H -1.4366 3.5531 -1.7951
27 H -1.6108 2.4164 -3.1397
28 H -0.2949 3.6006 -3.1453
29 H 0.4687 3.0950 -0.0957
30 H 1.5380 3.3464 -1.4890
31 H 1.6320 1.8466 -0.5534
32 H -2.2143 1.3646 -0.8112
33 H -2.7120 -0.1829 -0.1210
34 H -3.3654 0.3284 -1.6874
35 H -0.6370 -2.0996 -2.5197
36 H -2.3902 -1.8877 -2.6749
37 H -1.6716 -2.3016 -1.1021
38 H 2.0374 0.1861 -4.0772
39 H 1.2174 1.1695 -5.3152
40 H 1.1803 -0.5987 -5.4098
41 H -2.1359 0.2584 -4.0024
42 H -1.3504 -0.5434 -5.3663
43 H -1.3246 1.2220 -5.2576


The following is a quantum chemistry calculation of a structure of composition C47H52F2InN2OP, from the OMol25 dataset.

Gap between HOMO and LUMO (alpha / beta) (eV): 5.033 / 5.036
E_HOMO (alpha / beta) (eV): -5.8244 / -5.8270
2S+1: 1

Cartesian coordinates (Å):
1 In -0.3716 0.2974 0.3203
2 C 0.3034 -0.1491 3.2840
3 C -0.4246 -1.3149 2.9831
4 C 0.4025 -2.0890 2.1093
5 C 1.6199 -1.3909 1.9789
6 C 1.5650 -0.1909 2.6882
7 C 2.7261 0.7587 2.9720
8 C 3.3480 0.3796 4.3271
9 C 3.7922 0.6497 1.8677
10 C 2.2297 2.2125 3.0332
11 C 0.2835 -3.4850 1.4692
12 C 1.0154 -3.4891 0.1061
13 C 0.9675 -4.5092 2.3898
14 C -1.1587 -3.9266 1.1746
15 C -1.7481 -1.6076 3.7215
16 C -2.9434 -1.6671 2.7557
17 C -2.0682 -0.4742 4.7263
18 C -1.6198 -2.8961 4.5530
19 H -0.0410 0.6507 3.9087
20 H 2.4932 -1.7449 1.4607
21 H 3.6985 -0.6529 4.3218
22 H 2.6179 0.4736 5.1316
23 H 4.1942 1.0201 4.5649
24 H 4.2223 -0.3511 1.8293
25 H 4.6068 1.3537 2.0455
26 H 3.3636 0.8729 0.8920
27 H 1.4726 2.3416 3.8060
28 H 1.7955 2.5159 2.0819
29 H 3.0515 2.8916 3.2601
30 H 2.0854 -3.3299 0.2209
31 H 0.6220 -2.7079 -0.5420
32 H 0.8817 -4.4445 -0.4031
33 H 2.0272 -4.2750 2.4972
34 H 0.8832 -5.5184 1.9830
35 H 0.5282 -4.5045 3.3845
36 H -1.6524 -3.2127 0.5150
37 H -1.7484 -4.0568 2.0741
38 H -1.1641 -4.8878 0.6619
39 H -3.1070 -0.6954 2.2868
40 H -3.8541 -1.9327 3.2928
41 H -2.8131 -2.3897 1.9616
42 H -2.1953 0.4827 4.2160
43 H -1.2796 -0.3687 5.4692
44 H -2.9954 -0.6841 5.2596
45 H -1.4649 -3.7766 3.9381
46 H -2.5194 -3.0624 5.1459
47 H -0.7781 -2.8181 5.2411
48 O -0.8205 -2.1779 -0.5836
49 N -1.6518 -1.3593 0.1933
50 C -2.7668 -1.0687 -0.4047
51 C -3.0340 -1.2245 -1.8405
52 C -4.1575 -1.9542 -2.2370
53 C -4.4449 -2.0750 -3.5939
54 C -3.6226 -1.4568 -4.5358
55 C -2.5136 -0.7066 -4.1265
56 C -2.1999 -0.5683 -2.7665
57 P -0.8141 0.4578 -2.1371
58 C 0.6173 -0.0150 -3.1631
59 C 1.6570 0.9009 -3.4005
60 C 2.7818 0.5439 -4.1504
61 C 2.9006 -0.7461 -4.6577
62 C 1.9028 -1.6816 -4.4024
63 C 0.7789 -1.3217 -3.6519
64 C -1.3238 2.0997 -2.7548
65 C -1.1693 2.5297 -4.0810
66 C -1.5939 3.8007 -4.4802
67 C -2.1834 4.6621 -3.5593
68 C -2.3485 4.2543 -2.2391
69 C -1.9224 2.9841 -1.8408
70 H 0.0024 -2.1935 -0.0610
71 H -3.5694 -0.5981 0.1875
72 H -4.7937 -2.4364 -1.5003
73 H -5.3081 -2.6499 -3.9198
74 H -3.8472 -1.5505 -5.5959
75 H -1.9018 -0.2312 -4.8887
76 H 1.6056 1.9109 -2.9972
77 H 3.5676 1.2736 -4.3275
78 H 3.7765 -1.0267 -5.2362
79 H 2.0000 -2.6977 -4.7759
80 H 0.0352 -2.0887 -3.4441
81 H -0.7149 1.8831 -4.8274
82 H -1.4632 4.1150 -5.5124
83 H -2.5138 5.6494 -3.8701
84 H -2.8087 4.9224 -1.5158
85 H -2.0631 2.6903 -0.8019
86 F -1.9656 5.2972 1.9642
87 C -1.0925 4.5341 1.2951
88 C -1.2714 3.1625 1.2532
89 C -0.3526 2.3825 0.5520
90 C 0.7563 2.9304 -0.1198
91 C 0.8907 4.3263 -0.0455
92 F 1.9079 4.9607 -0.6464
93 C -0.0182 5.1258 0.6514
94 C 1.6769 2.0206 -0.8375
95 C 2.8112 2.4233 -1.5431
96 C 3.6066 1.4701 -2.1827
97 C 3.2605 0.1302 -2.1100
98 C 2.1268 -0.2019 -1.3965
99 N 1.3420 0.7027 -0.7696
100 H -2.1123 2.6995 1.7570
101 H 0.1170 6.2009 0.6878
102 H 3.1053 3.4632 -1.6165
103 H 4.4908 1.7797 -2.7333
104 H 3.8569 -0.6334 -2.5954
105 H 1.8046 -1.2349 -1.3037
106 H -1.8656 1.3146 0.2745


The following is a quantum chemistry calculation of a cluster of 2 separate species, C3H3IN2O in total, from the OMol25 dataset.

Gap between HOMO and LUMO (eV): 9.136
E_HOMO (eV): -9.3524
SMILES string: N#CC(O)=C=N.I
2S+1: 1

Cartesian coordinates (Å):
1 N -1.3137 2.9511 -0.1663
2 C -1.0517 1.8500 0.0608
3 C -0.8413 0.4445 0.3681
4 O -0.0305 0.1446 1.4475
5 C -1.3580 -0.5142 -0.4041
6 N -1.7031 -1.4563 -1.1097
7 H 0.7483 0.6635 1.3506
8 H -2.7026 -1.7246 -1.0259
9 I 3.6413 -0.5829 0.0951
10 H 4.6112 -1.7756 -0.6161


The following is a quantum chemistry calculation of a cluster of 2 separate species, C4H14N3 in total, from the OMol25 dataset.

Gap between HOMO and LUMO (eV): 9.537
E_HOMO (eV): -12.3309
Net charge: +1
2S+1: 1

Cartesian coordinates (Å):
1 C -1.6533 -0.4872 1.4948
2 C -0.9237 -1.7449 0.9030
3 N -0.8773 -1.7401 -0.5799
4 H -2.6691 -0.3357 1.0677
5 H -1.7214 -0.5808 2.6038
6 H -0.9686 0.3959 1.3342
7 H 0.0313 -2.0656 1.2839
8 H -1.5363 -2.6378 1.2156
9 H -1.0453 -2.6914 -0.8385
10 H -1.6634 -1.2759 -0.9625
11 C 1.1251 2.0532 -0.8218
12 C 1.6156 0.8257 -0.4948
13 N 1.2054 -0.3379 -1.3044
14 N 1.1914 3.1121 0.0661
15 H 0.7011 2.2603 -1.8163
16 H 2.1789 0.6182 0.4908
17 H 0.3659 -1.0454 -0.9827
18 H 0.8608 0.0162 -2.1969
19 H 2.0024 -0.9624 -1.4700
20 H 1.3259 2.8673 1.0512
21 H 0.4546 3.7565 -0.0431


The following is a quantum chemistry calculation of an isolated molecule of C10H12N2O2, from the OMol25 dataset.

Gap between HOMO and LUMO (eV): 7.727
E_HOMO (eV): -7.9283
SMILES string: CN(C)/C(=C/c1ccccc1)[N+](=O)[O-]
2S+1: 1

Cartesian coordinates (Å):
1 C 2.8470 1.3731 0.7220
2 N 2.4042 0.3184 -0.1224
3 C 3.4675 -0.5250 -0.5790
4 C 1.1026 -0.0988 -0.2319
5 C 0.0000 0.7129 -0.2285
6 C -1.3838 0.3246 -0.1115
7 C -2.4331 1.0175 -0.8129
8 C -3.7520 0.7775 -0.6102
9 C -4.1345 -0.2987 0.1386
10 C -3.1098 -1.0462 0.8131
11 C -1.7783 -0.6950 0.7455
12 N 0.9542 -1.5670 -0.3066
13 O 0.3171 -1.9813 -1.2555
14 O 1.3208 -2.2142 0.6515
15 H 3.7357 0.8825 1.3702
16 H 3.2889 2.2775 0.3195
17 H 1.9953 1.6561 1.3748
18 H 3.0111 -1.3358 -1.2118
19 H 4.0750 0.1038 -1.0634
20 H 4.0899 -1.0914 0.2371
21 H 0.3288 1.7648 -0.3335
22 H -2.2053 1.6119 -1.7589
23 H -4.5131 1.4588 -1.0971
24 H -5.1980 -0.5620 0.2799
25 H -3.3941 -1.7599 1.6267
26 H -1.0362 -1.1042 1.4444


The following is a quantum chemistry calculation of a cluster of 2 separate species, C3H8O in total, from the OMol25 dataset.

Gap between HOMO and LUMO (eV): 10.889
E_HOMO (eV): -10.3225
SMILES string: C=O.CC
2S+1: 1

Cartesian coordinates (Å):
1 C 1.6132 0.0273 2.8269
2 O 0.5466 -0.5167 3.1757
3 H 1.9046 -0.2688 1.8386
4 H 2.0834 0.8675 3.3752
5 C -0.5413 -0.5233 -1.8961
6 C -1.0429 0.4892 -0.8391
7 H -1.0065 -1.4691 -1.8782
8 H 0.5907 -0.7692 -2.0178
9 H -0.7927 -0.1965 -2.9841
10 H -2.0618 0.6728 -0.7405
11 H -0.7163 0.1866 0.1985
12 H -0.5770 1.5002 -1.0591


The following is a quantum chemistry calculation of a structure of composition C5H14N2, from the OMol25 dataset.

Gap between HOMO and LUMO (eV): 8.338
E_HOMO (eV): -7.4540
2S+1: 1

Cartesian coordinates (Å):
1 C 2.2682 -0.8701 0.0394
2 C -0.4179 -1.4849 1.0159
3 C -0.1797 -0.8513 -0.3407
4 N 1.1395 -0.7269 -0.8599
5 H -0.8591 -1.2838 -1.0886
6 H 2.2984 -1.8589 0.5135
7 H 3.1806 -0.7550 -0.5486
8 H 2.3191 -0.1161 0.8464
9 H -1.4713 -1.4126 1.2879
10 H -0.1362 -2.5364 0.9557
11 H 0.1798 -1.0328 1.8047
12 C -0.3998 1.5289 0.7659
13 C -1.5653 1.1453 -1.3537
14 N -0.5630 0.6856 -0.4080
15 H 0.7360 0.4903 -1.0434
16 H 0.3866 1.1479 1.4129
17 H -0.1089 2.5402 0.4619
18 H -2.5334 1.2572 -0.8586
19 H -1.2757 2.1205 -1.7608
20 H -1.6663 0.4388 -2.1768
21 H -1.3316 1.5737 1.3349


The following is a quantum chemistry calculation of a cluster of 3 separate species, C4H8O2S2 in total, from the OMol25 dataset.

Gap between HOMO and LUMO (eV): 4.505
E_HOMO (eV): -8.6218
2S+1: 1

Cartesian coordinates (Å):
1 C 2.0490 0.2605 -2.0211
2 C 1.0876 -1.4848 0.4422
3 O 2.3040 -1.4236 0.6007
4 O 0.4563 -1.9048 -0.5675
5 C 2.1640 0.9406 -0.8741
6 S -0.6791 1.7235 0.7596
7 S -1.6838 0.2706 -0.1688
8 C -2.8469 -0.2931 1.1790
9 H 1.3514 0.4151 -2.8325
10 H 2.8408 -0.4756 -2.1726
11 H 0.4319 -1.1067 1.2607
12 H 3.1220 1.1234 -0.3998
13 H 1.2401 1.1641 -0.3191
14 H -2.5077 0.3720 1.9644
15 H -3.8546 -0.1357 0.8076
16 H -2.6514 -1.3345 1.4137


The following is a quantum chemistry calculation of the ion C3H5N2O2 with charge +1, from the OMol25 dataset.

Gap between HOMO and LUMO (alpha / beta) (eV): 8.746 / 8.342
E_HOMO (alpha / beta) (eV): -14.5700 / -14.3556
Net charge: +1
2S+1: 1

Cartesian coordinates (Å):
1 C -1.3485 -0.7611 -0.3462
2 C -0.7092 0.6654 -0.2656
3 C 1.2602 -0.4933 0.6196
4 N -0.5457 -1.8287 0.2336
5 N 0.8184 0.6850 -0.2117
6 O -2.4836 -0.9129 -0.6646
7 O 0.5339 -1.5374 0.7626
8 H -0.9875 1.3616 -1.0379
9 H -1.0774 1.0489 0.6647
10 H 2.1074 -0.5250 1.2947
11 H 1.1889 0.6507 -1.2424
12 H 1.2431 1.6469 0.1934


E_tot for the records above, in order: -1263.81879; -2737.58550; -598.46866; -324.79926; -648.06543; -194.27562; -308.31071; -1103.85478; -376.83339 a.u.